ORCA calculation (ωB97M-V/def2-TZVPD) on a structure of composition C32H35CdN9O6 at a distorted geometry.

Total energy in hartree: -2352.065185
Relative energy (zero: lowest compared OMol25 entry of this formula, charge and spin) in kJ/mol: 132.6
Orbital gap in eV: 7.83
Multiplicity: 1

Atoms and positions in Å:
Cd (32.82499, 12.45020, -6.82171)
N (33.86767, 9.94193, -4.96573)
O (34.54205, 10.41756, -4.04144)
O (33.58956, 8.81683, -4.92665)
O (33.40813, 10.64694, -5.88823)
N (31.60368, 15.15166, -8.40406)
O (30.42934, 15.43564, -8.37139)
O (31.95273, 14.08895, -7.87265)
O (32.36759, 15.90856, -8.94856)
N (29.54205, 10.61088, -13.25750)
C (30.25851, 9.53322, -12.77226)
C (31.12447, 10.07147, -11.82267)
C (31.01458, 11.42173, -11.92283)
C (30.12364, 11.78987, -12.93434)
H (28.76630, 10.49396, -13.89360)
H (30.05132, 8.52300, -13.09307)
H (31.95532, 9.59012, -11.32832)
H (31.73972, 12.08079, -11.46872)
H (29.77135, 12.73361, -13.32373)
N (34.95391, 16.73360, -10.38076)
C (35.58792, 16.03545, -9.38022)
C (36.69675, 15.42902, -9.86184)
C (36.75976, 15.73315, -11.22180)
C (35.73520, 16.65210, -11.50419)
H (34.03807, 17.13271, -10.23230)
H (35.25910, 15.95727, -8.35448)
H (37.40774, 14.79313, -9.35533)
H (37.53348, 15.40307, -11.89915)
H (35.49743, 17.25707, -12.36667)
N (36.58842, 11.71879, -2.65969)
C (36.56076, 13.01069, -2.29788)
C (37.76872, 13.22014, -1.62740)
C (38.59986, 12.11240, -1.83187)
C (37.83815, 11.13495, -2.44863)
H (35.85911, 11.25582, -3.18300)
H (35.69670, 13.60451, -2.55709)
H (38.08919, 14.11039, -1.10668)
H (39.61216, 11.98423, -1.47799)
H (38.03479, 10.15097, -2.84801)
N (30.98420, 11.40679, -7.34767)
C (30.42358, 10.39057, -6.62501)
C (29.23836, 9.63604, -6.93262)
C (28.56269, 9.97041, -8.10633)
C (29.12092, 10.97418, -8.92189)
C (30.29914, 11.61611, -8.53554)
H (30.92256, 10.15053, -5.69775)
H (28.79992, 8.89435, -6.28142)
H (27.66330, 9.45662, -8.41216)
H (28.62874, 11.34936, -9.80699)
H (30.63242, 12.28309, -9.31686)
N (33.63094, 11.83042, -8.66259)
C (33.85580, 10.50089, -8.97186)
C (34.49384, 10.01254, -10.10632)
C (34.93540, 10.94142, -11.07444)
C (34.69964, 12.25703, -10.84371)
C (34.06240, 12.63614, -9.67603)
H (33.41843, 9.78173, -8.29517)
H (34.60765, 8.93858, -10.09900)
H (35.36739, 10.63588, -12.01594)
H (34.94997, 12.92650, -11.65337)
H (33.87286, 13.69600, -9.59135)
N (34.41142, 13.67534, -6.14619)
C (34.33477, 15.01858, -5.79671)
C (35.45970, 15.77192, -5.44340)
C (36.70258, 15.15984, -5.37881)
C (36.85480, 13.79966, -5.71817)
C (35.69348, 13.13052, -6.14684)
H (33.42636, 15.60246, -5.77966)
H (35.34648, 16.84045, -5.33461)
H (37.50070, 15.80266, -5.03791)
H (37.74856, 13.19940, -5.63293)
H (35.76220, 12.06716, -6.32283)
N (31.73676, 13.04731, -4.95815)
C (30.54945, 13.68547, -4.99418)
C (29.59611, 13.69221, -3.96079)
C (29.93137, 13.11048, -2.75294)
C (31.21318, 12.63127, -2.55613)
C (32.05879, 12.65963, -3.68685)
H (30.25779, 14.09893, -5.94833)
H (28.62057, 14.12108, -4.13632)
H (29.14689, 13.00856, -2.01769)
H (31.63640, 12.31387, -1.61457)
H (33.00828, 12.17735, -3.50728)



ORCA calculation (ωB97M-V/def2-TZVPD) on the molecule C13H13N5O4 at a distorted geometry.

Total energy in hartree: -1077.806541
Relative energy (zero: lowest compared OMol25 entry of this formula, charge and spin) in kJ/mol: 28.9
Orbital gap in eV: 8.75
Multiplicity: 1

Atoms and positions in Å:
N (-4.04057, -0.52932, 2.35109)
N (-3.05212, 0.29553, 1.68267)
C (-2.53286, 0.18373, 0.38174)
O (-3.04528, -0.42031, -0.51849)
C (-1.36519, 1.21674, 0.09578)
C (-1.66770, 2.58220, -0.18182)
C (-0.58885, 3.44877, -0.52446)
O (-0.72116, 4.62883, -0.34399)
C (0.80779, 2.95401, -0.45787)
C (1.02394, 1.61521, -0.09633)
C (2.43038, 1.14264, -0.05356)
O (2.85363, 0.59439, 0.98131)
N (3.26116, 1.26680, -1.14328)
N (4.68428, 1.10567, -1.15286)
N (-0.08586, 0.74542, 0.16716)
C (0.13407, -0.61062, -0.01054)
C (0.73255, -1.43172, 0.97632)
C (0.71529, -2.79967, 0.81404)
C (0.34004, -3.40132, -0.41957)
O (0.35228, -4.75752, -0.37245)
C (-0.22430, -2.63942, -1.40096)
C (-0.29624, -1.24773, -1.19069)
H (-4.23747, -1.37332, 1.80198)
H (-4.93115, -0.09405, 2.47245)
H (-2.72739, 1.16773, 2.17880)
H (-2.70248, 2.95853, -0.10638)
H (1.65861, 3.66744, -0.74748)
H (2.78655, 1.26901, -2.09131)
H (5.02079, 0.15775, -0.97080)
H (5.05519, 1.78419, -0.46535)
H (1.22668, -1.02214, 1.88482)
H (0.85156, -3.40620, 1.71474)
H (-0.37102, -5.18582, -0.84858)
H (-0.61166, -3.08135, -2.28051)
H (-0.73348, -0.78405, -2.12560)



ORCA calculation (ωB97M-V/def2-TZVPD) on a structure of composition C50H88AsBiN2O2Si3.

Total energy in hartree: -5537.033289
Orbital gap in eV: 7.71
Multiplicity: 1

Atoms and positions in Å:
Bi (-0.27430, -0.09645, 0.80705)
C (-3.50095, -1.11688, 1.73382)
N (-2.44520, -2.09415, 1.96670)
C (-2.53280, -2.62903, 3.31504)
C (-2.46008, -3.15910, 0.97371)
C (-1.94872, -2.71216, -0.38409)
N (-0.55592, -2.20455, -0.39710)
C (-0.14390, -1.94704, -1.80395)
C (-1.13041, -1.14430, -2.62051)
C (-1.29290, -1.51893, -3.94594)
C (-2.07945, -0.79935, -4.83299)
C (-2.73391, 0.31744, -4.31964)
C (-2.62619, 0.72937, -2.99335)
C (-1.79937, -0.01208, -2.12021)
O (-1.69721, 0.35987, -0.84385)
C (-3.39400, 1.96071, -2.48811)
C (-2.42673, 3.01671, -1.92790)
C (-4.20027, 2.63440, -3.60093)
C (-4.38747, 1.54187, -1.39260)
C (-2.22075, -1.25988, -6.28320)
C (-0.83390, -1.35803, -6.93450)
C (-2.88957, -2.64148, -6.31432)
C (-3.06921, -0.29692, -7.11326)
C (0.34486, -3.19266, 0.25146)
C (1.81429, -2.91526, 0.13604)
C (2.62169, -3.69001, -0.68109)
C (4.00237, -3.55223, -0.67334)
C (4.53667, -2.65403, 0.25069)
C (3.76975, -1.85456, 1.09593)
C (2.36344, -1.93459, 0.97916)
O (1.53923, -1.14293, 1.66506)
C (4.42999, -0.95619, 2.14930)
C (5.95325, -1.09449, 2.15705)
C (4.10997, 0.52383, 1.90054)
C (3.91000, -1.36125, 3.53794)
C (4.86942, -4.42391, -1.58216)
C (4.82149, -5.87663, -1.08761)
C (6.32934, -3.96492, -1.59456)
C (4.33699, -4.36899, -3.02119)
H (-4.50377, -1.55652, 1.85681)
H (-3.42399, -0.69552, 0.73192)
H (-3.39540, -0.29269, 2.44254)
H (-3.44503, -3.22797, 3.46712)
H (-2.54208, -1.80901, 4.03432)
H (-1.66567, -3.25668, 3.52656)
H (-3.47929, -3.55313, 0.82224)
H (-1.86435, -3.98885, 1.35503)
H (-2.59112, -1.93594, -0.78934)
H (-2.00213, -3.56427, -1.07458)
H (0.01225, -2.91191, -2.30204)
H (0.82833, -1.45377, -1.77692)
H (-0.75574, -2.39800, -4.29059)
H (-3.35475, 0.89798, -4.98439)
H (-1.74522, 3.36392, -2.70936)
H (-1.83995, 2.61505, -1.10298)
H (-2.99243, 3.88284, -1.57081)
H (-3.56333, 2.96525, -4.42440)
H (-4.69685, 3.51641, -3.19086)
H (-4.97323, 1.97577, -4.00308)
H (-3.86107, 1.13505, -0.53137)
H (-5.07502, 0.78206, -1.77257)
H (-4.97753, 2.40469, -1.06872)
H (-0.19205, -2.07060, -6.41323)
H (-0.33338, -0.38680, -6.92173)
H (-0.92408, -1.68526, -7.97368)
H (-2.30671, -3.37622, -5.75542)
H (-2.98662, -2.99756, -7.34360)
H (-3.88611, -2.59469, -5.87003)
H (-2.64009, 0.70767, -7.12638)
H (-4.09133, -0.22966, -6.73478)
H (-3.11974, -0.65304, -8.14442)
H (0.12456, -4.18275, -0.16741)
H (0.08646, -3.19739, 1.31209)
H (2.14785, -4.42943, -1.32006)
H (5.61100, -2.57199, 0.31539)
H (6.39358, -0.80908, 1.19872)
H (6.27173, -2.11180, 2.39661)
H (6.36315, -0.42945, 2.92037)
H (4.49846, 0.85151, 0.93202)
H (4.57663, 1.13761, 2.67642)
H (3.03718, 0.69077, 1.92243)
H (4.14608, -2.40838, 3.74244)
H (2.82923, -1.23354, 3.59938)
H (4.38115, -0.74610, 4.31038)
H (5.21681, -5.95011, -0.07210)
H (5.41623, -6.52499, -1.73711)
H (3.79658, -6.25304, -1.07630)
H (6.80191, -4.08374, -0.61731)
H (6.41611, -2.91695, -1.89198)
H (6.89526, -4.56660, -2.30869)
H (3.34336, -4.81350, -3.10208)
H (5.00096, -4.92155, -3.69081)
H (4.27124, -3.33794, -3.37457)
C (-3.22018, 4.98301, 4.31765)
Si (-2.79563, 4.10922, 2.72704)
C (-2.16963, 5.35960, 1.49357)
C (-4.33738, 3.28304, 2.07919)
As (-1.14610, 2.43881, 2.86628)
Si (0.77969, 3.72798, 3.35056)
C (1.97966, 2.57325, 4.19313)
C (0.50896, 5.23325, 4.41970)
C (1.48965, 4.32139, 1.72050)
Si (-1.57552, 1.53366, 4.99712)
C (-3.38597, 1.05742, 5.09854)
C (-1.25312, 2.65760, 6.45177)
C (-0.48300, 0.02048, 5.15113)
H (-3.95614, 5.75992, 4.08772)
H (-2.35338, 5.46109, 4.77347)
H (-3.66434, 4.30746, 5.05213)
H (-2.94509, 6.09968, 1.27525)
H (-1.88517, 4.87627, 0.55506)
H (-1.29328, 5.88938, 1.87676)
H (-5.00615, 4.02789, 1.63723)
H (-4.88011, 2.77453, 2.87971)
H (-4.09858, 2.54826, 1.30600)
H (1.72144, 2.42270, 5.24378)
H (2.99268, 2.98367, 4.15052)
H (1.99661, 1.59307, 3.71093)
H (-0.00574, 5.00971, 5.35402)
H (-0.06141, 5.99736, 3.88607)
H (1.48789, 5.65762, 4.66417)
H (2.28494, 3.65836, 1.37089)
H (1.91147, 5.32267, 1.84364)
H (0.73470, 4.37124, 0.93305)
H (-3.82270, 0.78501, 4.13577)
H (-3.96738, 1.89154, 5.50016)
H (-3.50966, 0.20745, 5.77555)
H (-1.80817, 3.59355, 6.37021)
H (-0.19637, 2.89537, 6.58169)
H (-1.59735, 2.14115, 7.35373)
H (-0.28179, -0.45004, 4.18456)
H (-0.94250, -0.72897, 5.80178)
H (0.48183, 0.29403, 5.58559)
C (1.14783, 1.29748, -0.34283)
C (1.67080, 0.88232, -1.68058)
C (2.82081, 0.09779, -1.80320)
C (3.27048, -0.31801, -3.04742)
C (2.58194, 0.04191, -4.20100)
C (1.45529, 0.84702, -4.09407)
C (1.01349, 1.27013, -2.84830)
H (0.52416, 2.18926, -0.43642)
H (1.95827, 1.49196, 0.35923)
H (3.35823, -0.20944, -0.91360)
H (4.16241, -0.93003, -3.10989)
H (2.92429, -0.29306, -5.17212)
H (0.90916, 1.14190, -4.98250)
H (0.12757, 1.89072, -2.77510)